# 1
The following is a quantum chemistry calculation of 8 unconnected molecules or ions with the total composition C35H55BCl3NO26P, from the OMol25 dataset.

**Highest occupied orbital energy**: -5.40 eV
**LUMO level**: 0.07588 Eh

Structure (ORCA input):
```
! RIJCOSX wB97M-V def2-TZVPD def2/J DEFGRID3
* xyz -1 1
C 3.09005 3.70708 -0.11031
C 3.47556 2.22759 -0.30162
B 2.34720 1.32673 -0.95581
O 2.32206 1.12101 -2.30544
C 1.21315 0.58940 -0.10540
Cl 0.87167 1.48387 1.44746
C 1.94983 -0.76824 0.32116
O 2.73831 -1.16067 -0.54978
O 1.70297 -1.23165 1.45076
N -0.03336 0.33627 -0.87896
C -1.04323 1.37254 -0.66432
Cl -2.53880 0.98103 -1.62086
C -0.53045 2.76581 -1.08358
C -1.33341 3.84714 -0.33484
Cl -0.65751 3.04780 -2.84302
P -0.47836 -1.36138 -0.73412
O -1.25382 -1.60201 -2.17106
O -1.80460 -1.32947 0.26700
H 2.09735 3.83872 0.32717
H 3.08103 4.24515 -1.05383
H 3.77817 4.18982 0.58819
H 3.76348 1.77909 0.65201
H 4.32399 2.18925 -0.99458
H 2.83694 1.79545 -2.76092
H -1.44197 1.41364 0.34798
H 0.50692 2.86591 -0.78607
H -2.31636 3.47825 -0.04762
H -1.42478 4.74153 -0.94853
H -0.76464 4.14307 0.55044
H -2.15951 -1.88806 -1.99870
H -1.54044 -0.87197 1.07567
C -4.36322 -3.78290 0.68976
C -5.07572 -3.00033 1.76057
C -6.58626 -3.04682 1.71280
O -6.94240 -1.79127 2.30698
C -5.91481 -0.92885 2.08587
O -5.98382 0.24026 2.28512
O -4.84448 -1.58842 1.60498
H -4.69590 -3.46710 -0.29984
H -3.28934 -3.60938 0.74518
H -4.55758 -4.84919 0.81025
H -4.70818 -3.28659 2.75007
H -7.01992 -3.86964 2.27496
H -6.96373 -3.06246 0.68748
C 4.45427 7.31844 -4.96037
C 3.59175 7.48854 -3.73708
C 4.29195 7.27988 -2.41046
O 3.21984 6.84337 -1.57083
C 2.29505 6.24134 -2.36212
O 1.37659 5.60450 -1.97642
O 2.58049 6.47259 -3.67208
H 4.92590 6.33528 -4.96200
H 3.85329 7.39586 -5.86558
H 5.22791 8.08653 -4.98763
H 3.08617 8.45941 -3.75512
H 4.74465 8.18196 -2.00625
H 5.03958 6.48416 -2.46072
C 4.93027 -3.20980 -0.32540
C 4.99177 -4.64529 -0.75819
C 3.87967 -5.05570 -1.69583
O 3.75897 -6.46916 -1.41834
C 4.17443 -6.66377 -0.14997
O 4.02658 -7.68983 0.44723
O 4.76228 -5.56686 0.34204
H 3.96303 -2.97335 0.11492
H 5.69598 -2.99110 0.42042
H 5.07510 -2.54983 -1.17919
H 5.97076 -4.89486 -1.18028
H 4.10900 -4.89736 -2.74561
H 2.93597 -4.56785 -1.44672
C 1.87697 -10.01924 -0.60597
C 0.99862 -10.21620 0.59559
C 1.72502 -10.56962 1.87331
O 0.72424 -11.31212 2.59230
C -0.10458 -11.87225 1.68139
O -0.92532 -12.69501 1.93275
O 0.13391 -11.36901 0.45126
H 2.49389 -10.90138 -0.78594
H 1.27696 -9.85422 -1.50097
H 2.52441 -9.15730 -0.45056
H 0.35704 -9.34428 0.74793
H 2.04430 -9.70520 2.44778
H 2.57926 -11.22545 1.69267
C -0.72308 2.47457 6.62758
C 0.30268 2.54697 5.52962
C 1.53273 3.37204 5.84053
O 1.94176 3.80312 4.54041
C 0.83601 3.83844 3.75173
O 0.80325 4.29487 2.66123
O -0.20827 3.24882 4.38121
H -1.03832 3.47332 6.93047
H -1.61008 1.94115 6.29000
H -0.31194 1.95362 7.49290
H 0.58627 1.54319 5.20079
H 2.33001 2.80732 6.31716
H 1.29435 4.25318 6.44296
C -8.80043 4.47994 3.03570
C -7.43982 4.29169 3.65219
C -7.19294 2.94171 4.28605
O -6.22350 3.26495 5.29746
C -6.41183 4.55612 5.65030
O -5.91168 5.08455 6.58916
O -7.25850 5.16436 4.78669
H -9.58476 4.28628 3.76870
H -8.92355 5.50343 2.68325
H -8.92572 3.80219 2.19165
H -6.65636 4.52287 2.92596
H -6.79772 2.19547 3.60083
H -8.08256 2.54495 4.78221
C -0.07387 0.67890 -6.94026
C 1.42533 0.54871 -7.00176
C 1.99642 -0.70868 -6.38031
O 3.30340 -0.27559 -5.97689
C 3.23483 1.05497 -5.74735
O 4.08112 1.69460 -5.21151
O 2.06562 1.55736 -6.20255
H -0.42188 0.60274 -5.90955
H -0.38972 1.64854 -7.32354
H -0.54500 -0.10347 -7.53615
H 1.78259 0.66593 -8.03024
H 2.07125 -1.54455 -7.07139
H 1.44585 -1.01443 -5.48784
*
```

# 2
The following is a quantum chemistry calculation of 12 unconnected molecules or ions with the total composition C35H55Br2ClFN12O, from the OMol25 dataset.

**Highest occupied orbital energy**: -12.73 eV
**LUMO level**: -0.14138 Eh

Structure (ORCA input):
```
! RIJCOSX wB97M-V def2-TZVPD def2/J DEFGRID3
* xyz 1 1
C 2.49102 -0.09885 0.05477
C 3.46736 0.93159 -0.54227
Br 4.65675 -0.05381 -1.75404
C 2.70875 2.02016 -1.36036
Br 1.87142 1.22576 -2.93099
C 1.70966 2.69820 -0.49074
N 1.80414 2.62870 0.78383
C 0.70133 3.30158 1.48246
Cl 1.07746 4.96475 1.94014
C -0.38900 3.11465 0.40144
C -1.72841 3.75205 0.64895
C -2.76974 3.51527 -0.45720
C -4.18021 3.17804 0.06082
C -4.82998 2.11554 -0.80156
O -4.01480 0.95803 -0.84232
C 0.49043 3.55100 -0.80651
C -0.06600 3.60057 -2.23499
C -0.72501 4.96096 -2.50161
F -0.02945 5.57489 -3.51272
H 2.81526 -1.11272 -0.10662
H 2.37647 0.10511 1.11448
H 1.50158 0.03913 -0.37469
H 4.02391 1.38122 0.27244
H 3.46416 2.74175 -1.65980
H 2.52397 2.17701 1.33970
H 0.41626 2.73762 2.36115
H -0.38603 2.02902 0.31175
H -1.63308 4.80186 0.89972
H -2.12255 3.28197 1.55002
H -2.47034 2.73672 -1.14756
H -2.87147 4.43390 -1.02212
H -4.78588 4.07395 0.03513
H -4.18024 2.81049 1.08646
H -4.99793 2.55233 -1.78508
H -5.77707 1.84718 -0.34443
H -4.25654 0.40490 -1.58539
H 0.89673 4.55890 -0.66164
H 0.78560 3.58548 -2.90146
H -0.74512 2.79327 -2.47133
H -0.64336 5.61739 -1.63948
H -1.75234 4.86628 -2.82163
C 0.61929 -0.09193 -6.40991
C -0.66529 0.17026 -5.75062
N -1.66360 0.37337 -5.23526
H 1.43774 0.08028 -5.71363
H 0.65424 -1.12419 -6.75070
H 0.73643 0.56974 -7.26518
C -8.58552 1.58770 -3.17270
C -8.21541 2.54843 -2.13355
N -7.92649 3.30157 -1.32590
H -9.53463 1.87703 -3.61848
H -7.81950 1.56801 -3.94526
H -8.68330 0.59518 -2.73789
C -1.25151 -0.56319 1.99089
C -0.12612 0.05606 2.68358
N 0.79148 0.54628 3.15809
H -2.18945 -0.25073 2.44659
H -1.24462 -0.26423 0.94574
H -1.16952 -1.64592 2.04552
C 4.14060 2.08749 4.20067
C 4.63738 2.55129 2.90493
N 5.03306 2.91423 1.89465
H 4.83983 2.37294 4.98321
H 3.16897 2.53517 4.40605
H 4.04397 1.00622 4.19005
C 4.25876 -2.11918 5.95923
C 5.21024 -1.25564 5.25597
N 5.95819 -0.58865 4.70764
H 4.76859 -2.67929 6.73553
H 3.47771 -1.51224 6.41353
H 3.80617 -2.81445 5.25818
C 3.96757 -6.29322 5.04213
C 3.95313 -5.49073 6.26581
N 3.94223 -4.87163 7.22471
H 4.83047 -6.95580 5.05128
H 3.06224 -6.89213 4.97894
H 4.02480 -5.64334 4.17065
C -3.83639 -2.73428 -2.13187
C -2.68445 -2.17068 -1.42914
N -1.80675 -1.69242 -0.88002
H -4.75504 -2.43100 -1.63298
H -3.84866 -2.37743 -3.16021
H -3.77259 -3.82007 -2.13168
C 4.31612 -7.00031 1.00669
C 3.45384 -7.73388 1.93138
N 2.77955 -8.32032 2.63560
H 4.79959 -7.70219 0.32913
H 3.72121 -6.29525 0.42971
H 5.07761 -6.45657 1.56291
C -10.63961 5.40756 0.09082
C -11.99718 5.52748 -0.44078
N -13.05479 5.62113 -0.85881
H -10.67700 5.09488 1.13216
H -10.08179 4.67034 -0.48266
H -10.13122 6.36700 0.02514
C 6.57977 2.08158 -4.46891
C 6.08702 1.79900 -5.81690
N 5.68923 1.57800 -6.86331
H 6.08186 2.96448 -4.07297
H 6.37162 1.23328 -3.82105
H 7.65272 2.25938 -4.49221
C 2.66717 -12.25985 1.44085
C 3.63289 -11.47143 0.67763
N 4.38468 -10.85354 0.08168
H 3.17415 -12.77500 2.25366
H 1.90478 -11.60277 1.85415
H 2.19586 -12.99378 0.79072
*
```

# 3
The following is a quantum chemistry calculation of a molecular structure, C35H55ClN4O7SSi4Ti, from the OMol25 dataset.

**Highest occupied orbital energy (spin up / spin down)**: -5.13 / -5.41 eV
**⟨S²⟩**: 0.75
**LUMO level (spin up / spin down)**: 0.07599 / 0.07549 Eh

Structure (ORCA input):
```
! RIJCOSX wB97M-V def2-TZVPD def2/J DEFGRID3
* xyz -1 2
Ti -0.61675 -0.09422 0.01515
C -4.22197 1.18038 2.98092
C -2.88033 1.77075 3.00704
C -2.65177 2.82449 3.81941
C -1.32544 3.34534 3.80572
C -0.40414 2.74889 2.95542
C -0.68052 1.56650 2.28378
N -1.92957 1.13511 2.27262
N 0.26739 0.80327 1.56792
Si 1.68908 0.39855 2.61811
C 0.94334 -0.16735 4.23796
C 2.84804 1.89230 2.75569
C 2.75966 -1.02015 1.95766
H -4.79710 1.34939 3.89268
H -4.16178 0.08398 2.94893
H -4.79557 1.51743 2.12678
H -3.38596 3.30645 4.44245
H -1.03117 4.10342 4.44807
H 0.62183 3.09828 2.96178
H 1.54386 -0.74660 4.91152
H 0.02103 -0.81508 4.11613
H 0.66049 0.69274 4.76307
H 2.75129 2.39359 3.74186
H 2.68969 2.70325 2.03534
H 3.90640 1.61600 2.71238
H 2.18150 -1.73594 1.45554
H 3.60152 -0.70246 1.32428
H 3.21200 -1.41800 2.86426
C -3.85723 -0.79186 0.17538
O -2.76687 -0.04755 -0.41026
Si -2.93232 1.13659 -1.69365
C -4.49925 2.09506 -1.28768
C -3.45686 0.15884 -3.23146
C -1.23892 1.86285 -1.51390
Si -1.28371 3.67970 -0.81853
C -1.71425 5.07432 -2.01607
C -2.57630 3.93726 0.59678
C 0.49564 3.93518 -0.21584
Si -0.44914 1.83800 -3.24137
C 0.20657 0.30671 -4.01335
C 1.04240 3.05051 -3.39619
C -1.63136 2.53804 -4.59041
H -4.77777 -0.21492 0.28764
H -3.50928 -1.05289 1.16005
H -4.00252 -1.71251 -0.41903
H -4.28225 3.14014 -1.21118
H -4.98131 1.77553 -0.37207
H -5.25197 1.97344 -2.08153
H -4.33553 -0.45902 -3.02243
H -2.70506 -0.59226 -3.54874
H -3.72298 0.74100 -4.08524
H -2.58746 5.03244 -2.69368
H -0.90565 5.07967 -2.73333
H -1.68186 6.05807 -1.50010
H -3.39919 4.56238 0.23010
H -2.10148 4.33055 1.51024
H -2.98285 2.91679 0.81681
H 0.74662 2.91786 0.14256
H 0.72343 4.61737 0.65892
H 1.10661 4.15064 -1.02601
H -0.42305 -0.47724 -4.36802
H 0.80790 -0.19583 -3.26043
H 0.87751 0.48078 -4.84663
H 1.85180 2.71830 -2.70052
H 0.86055 4.08847 -3.19614
H 1.41836 2.87513 -4.37940
H -1.19115 3.45626 -5.02532
H -2.65117 2.77816 -4.18007
H -1.68781 1.74569 -5.36069
Cl -0.81680 -7.52435 -1.10200
C -1.08993 -5.87714 -0.47218
C -1.07384 -5.57171 0.89325
C -1.08404 -4.25819 1.30325
C -1.08657 -3.19926 0.39023
O -0.83971 -1.97394 0.83779
C -1.22567 -3.53357 -0.95573
C -1.18154 -2.51766 -1.99970
O -0.96327 -1.29094 -1.72808
C -1.15090 -4.86295 -1.38404
H -0.94847 -6.37683 1.57778
H -0.95109 -4.04853 2.34578
H -1.32268 -2.73946 -3.07711
H -1.05248 -5.10894 -2.42346
O 2.70756 1.41801 -0.46068
C 2.67234 0.25522 -0.79130
N 1.60114 -0.57897 -0.77153
S 2.02036 -2.05077 -1.27061
O 1.44064 -2.49081 -2.51791
O 1.88433 -2.99782 -0.12865
C 3.71947 -1.74559 -1.67453
C 4.77551 -2.59855 -2.02263
C 6.00820 -2.01834 -2.12615
C 6.25904 -0.68439 -1.73731
C 5.19447 0.15123 -1.36999
C 3.93370 -0.44064 -1.34155
H 4.58700 -3.64977 -2.26001
H 6.76576 -2.63984 -2.56880
H 7.21983 -0.21477 -1.78837
H 5.33947 1.20018 -1.07915
C 2.92070 -5.30222 2.06031
C 2.98788 -5.09761 3.57704
N 2.46692 -3.95895 4.08804
O 3.43723 -5.96692 4.28296
H 3.94185 -5.29749 1.67152
H 2.50114 -6.25914 1.84011
H 2.42680 -4.48963 1.47212
H 2.26332 -3.18058 3.49337
H 2.34639 -3.81633 5.05629
*
```

# 4
The following is a quantum chemistry calculation of a molecular structure, C35H55ClO2P4PdSi, from the OMol25 dataset.

**Highest occupied orbital energy (spin up / spin down)**: -10.92 / -13.61 eV
**⟨S²⟩**: 6.03
**ΔE to the lowest compared entry with this formula, charge and spin**: 84.1 kJ/mol
**LUMO level (spin up / spin down)**: -0.16310 / -0.29254 Eh

Structure (ORCA input):
```
! RIJCOSX wB97M-V def2-TZVPD def2/J DEFGRID3
* xyz 2 5
P 0.78079 1.00560 -2.79120
C 0.86038 0.00833 -4.30627
C 0.15287 0.39760 -5.44330
H -0.50873 1.25131 -5.41081
C 0.28292 -0.31963 -6.62191
H -0.27478 -0.01573 -7.49683
C 1.12133 -1.42334 -6.67774
H 1.21973 -1.98280 -7.59780
C 1.83699 -1.80558 -5.55208
H 2.49327 -2.66359 -5.59016
C 1.71448 -1.09306 -4.37031
H 2.28661 -1.40573 -3.50910
C -0.64341 2.11254 -2.98275
C -1.91574 1.53928 -2.99293
H -2.02473 0.46540 -2.94323
C -3.03907 2.34497 -3.07702
H -4.02201 1.89486 -3.08941
C -2.90080 3.72480 -3.15927
H -3.77838 4.35232 -3.23597
C -1.63576 4.29563 -3.15809
H -1.52505 5.36871 -3.23579
C -0.50647 3.49504 -3.06796
H 0.47395 3.94359 -3.04452
C 2.30127 1.99626 -2.82131
C 2.81829 2.46706 -4.02669
H 2.29150 2.29551 -4.95547
C 4.02001 3.15627 -4.03755
H 4.41772 3.52538 -4.97265
C 4.71847 3.36209 -2.85444
H 5.66023 3.89311 -2.86947
C 4.21591 2.87132 -1.65789
H 4.76704 3.01252 -0.73833
C 3.00932 2.18847 -1.64073
H 2.62100 1.78208 -0.71900
Pd -0.09426 -1.34067 1.24870
C -0.80439 0.26078 2.19305
C -0.89331 1.45690 1.54961
H -1.14043 0.16612 3.22284
C -0.47111 1.44529 0.11520
O 0.41830 2.52738 -0.22900
H 0.66620 2.39732 -1.15365
C 0.10288 0.07122 -0.20965
H -1.33075 1.61530 -0.53904
C 0.64634 -0.11779 -1.44575
Cl 0.85435 -3.08195 -0.22241
P 2.07670 -1.10547 2.18601
P -2.22812 -2.03712 0.47991
C 2.82474 -2.69355 2.67603
H 2.91428 -3.32538 1.79812
H 2.16359 -3.18545 3.38197
H 3.80273 -2.53903 3.12698
C 3.37000 -0.34850 1.13691
H 3.21189 0.72588 1.08245
H 3.29562 -0.76650 0.13688
H 4.36494 -0.53707 1.53420
C 2.13398 -0.10991 3.71873
H 1.42603 -0.53680 4.42365
H 1.83209 0.91169 3.49913
H 3.12777 -0.10528 4.16115
C -2.69837 -3.70099 1.05367
H -2.95694 -3.64727 2.10612
H -1.84341 -4.36096 0.94646
H -3.54035 -4.08497 0.48154
C -3.61313 -0.97799 1.03148
H -3.48054 0.02467 0.63146
H -3.58617 -0.92569 2.11651
H -4.57614 -1.36987 0.71164
C -2.44325 -2.13005 -1.33125
H -1.52579 -2.51398 -1.76910
H -2.62209 -1.13426 -1.72601
H -3.27454 -2.77822 -1.60059
P -1.55234 2.92166 2.23699
C -2.42773 2.57087 3.77946
C -2.71504 3.70681 1.08742
H -1.74141 2.15929 4.51364
H -3.22298 1.85345 3.60155
H -2.85247 3.48985 4.17520
H -2.18179 4.01407 0.19190
H -3.17541 4.57913 1.54433
H -3.48745 2.99582 0.80830
C -0.31031 4.19112 2.62001
H 0.47090 3.75461 3.23634
H -0.76069 5.02728 3.15057
H 0.12647 4.54193 1.69015
H 0.95154 -1.11882 -1.71002
C -2.00305 -4.73279 4.21014
Si -0.28916 -4.09077 3.82004
C 0.32514 -3.42922 5.46557
C 0.69498 -5.58950 3.27111
O -0.19765 -2.79961 2.61281
H -1.92597 -5.43889 5.06213
H -2.41491 -5.30463 3.35664
H -2.66966 -3.89395 4.49816
H 0.26249 -4.23465 6.22567
H 1.37145 -3.07466 5.41343
H -0.32264 -2.58450 5.77803
H 0.26185 -5.97885 2.32704
H 1.76162 -5.35024 3.10423
H 0.62572 -6.37320 4.05321
*
```

Largest force on an atom, record by record: 1.6; 1.9; 3.3; 4.0 eV/Å